The following is a quantum chemistry calculation of C28H31N3O2Ti as an isolated structure at a distorted geometry, from the OMol25 dataset.

```
65
Properties=species:S:1:pos:R:3
Ti 0.549 -1.165 -0.395
O -0.618 0.408 -1.020
O -0.881 -0.590 0.916
N 0.006 -1.924 -2.306
N -2.007 1.769 2.395
N -0.075 -3.145 0.030
C -4.272 1.950 1.664
C -2.658 0.840 0.200
C -1.102 -2.947 -4.651
C 1.082 3.287 1.018
C -0.631 -3.140 -2.300
C -0.290 3.027 1.148
C -1.093 -5.156 -0.864
C 2.262 -0.624 0.436
C -1.009 -5.765 0.385
C 1.579 1.969 2.995
C 5.393 -0.078 1.053
C 1.992 2.782 1.940
C -5.187 1.992 0.613
C -0.687 2.170 2.193
C -2.962 1.478 1.436
C 0.228 1.679 3.130
C 1.579 4.120 -0.128
C -3.581 0.894 -0.844
C -1.188 -3.664 -3.473
C -4.833 1.472 -0.638
C -0.464 -5.044 1.451
C 0.081 -1.206 -3.461
C -1.255 3.634 0.176
C -0.026 -3.736 1.256
C -1.361 0.226 0.027
C -0.451 -1.704 -4.643
C -0.628 -3.838 -1.018
C 4.999 0.871 -0.089
H 2.470 0.352 -0.006
H 4.971 -1.078 1.008
H 3.947 1.103 -0.163
H 0.591 -0.246 -3.388
H 2.212 -0.485 1.520
H 3.046 3.035 1.826
H -1.658 -4.651 -3.411
H 2.299 1.559 3.705
H 0.393 -3.123 2.059
H -1.350 -6.786 0.506
H -2.258 3.794 0.591
H -1.348 3.030 -0.738
H 2.671 4.222 -0.082
H -1.462 -5.679 -1.752
H 1.152 5.135 -0.104
H 5.170 0.348 2.037
H 6.490 -0.179 1.003
H -2.316 1.663 3.362
H -5.545 1.521 -1.462
H 5.530 1.820 0.087
H 5.345 0.477 -1.049
H -0.349 -1.116 -5.552
H -0.142 1.028 3.930
H 3.087 -1.303 0.213
H -3.289 0.484 -1.807
H -0.887 4.619 -0.150
H -6.175 2.432 0.774
H -0.363 -5.496 2.436
H 1.324 3.674 -1.103
H -1.516 -3.355 -5.570
H -4.533 2.358 2.648
```

**HOMO-LUMO gap**: 0.163 Eh
**Total charge**: +2
**Calculated total energy**: -2249.31000 Eh
**LUMO energy**: -8.114 eV
**HOMO level**: -12.56 eV

Here are the natural (NBO) charges for atoms 1 to 5, given in e: 1.966, -0.671, -0.649, -0.558, -0.624

---

The following is a quantum chemistry calculation of C28H31N6ORuSbSe as an isolated structure at a distorted geometry, from the OMol25 dataset.

```
69
Properties=species:S:1:pos:R:3
Sb -3.360 -0.022 2.612
Ru -0.165 -0.020 0.603
Se -1.468 -0.102 -1.768
O 1.911 0.099 -0.382
N -1.698 0.366 -4.552
N -1.523 -1.716 0.904
N -1.563 1.655 0.849
N 3.186 0.068 -0.004
N -0.257 -0.024 2.910
N 0.328 -0.205 -4.081
C -2.832 1.554 1.263
C -3.381 3.653 0.272
C 0.894 -0.064 3.614
C 5.159 -1.171 0.411
C -1.001 0.328 -5.745
C -1.423 0.001 3.578
C -0.878 0.037 -3.538
C -2.060 3.772 -0.115
C 0.900 -0.069 5.003
C 0.263 -0.026 -5.453
C -1.472 -0.001 4.965
C -3.107 0.706 -4.400
C -1.164 2.754 0.176
C 1.506 -0.638 -3.353
C 0.335 -2.879 -0.139
C 3.820 1.208 0.317
C -0.294 -0.035 5.689
C -2.001 -3.828 -0.075
C 3.838 -1.108 0.026
C -3.333 -3.696 0.263
C 0.273 2.831 -0.231
C -3.741 -2.573 0.968
C 5.139 1.194 0.714
C -3.773 2.532 0.987
C -2.803 -1.603 1.280
C 2.175 -0.089 2.857
C -1.111 -2.814 0.245
C 5.826 -0.009 0.772
H -4.045 -4.468 0.000
H 2.360 -0.599 -4.024
H 1.842 -0.102 5.532
H 5.619 2.126 0.979
H -0.312 -0.040 6.772
H 0.572 3.857 -0.438
H 3.257 -1.967 -0.272
H -1.464 0.553 -6.689
H 0.901 2.435 0.570
H -3.527 0.905 -5.381
H 0.681 -3.910 -0.207
H 5.656 -2.130 0.434
H -4.093 4.436 0.043
H 0.475 -2.400 -1.109
H -1.714 4.652 -0.639
H 0.439 2.236 -1.131
H 0.942 -2.353 0.605
H 6.859 -0.042 1.087
H 2.274 0.831 2.283
H 3.228 2.106 0.225
H 2.189 -0.935 2.171
H -1.642 -4.712 -0.584
H -3.212 1.587 -3.769
H -3.642 -0.118 -3.934
H 1.116 -0.171 -6.091
H -4.789 2.422 1.341
H -4.769 -2.454 1.284
H -2.430 0.021 5.469
H 3.030 -0.172 3.526
H 1.373 -1.662 -3.002
H 1.677 0.000 -2.492
```

**HOMO-LUMO gap**: 0.273 Eh
**Total charge**: +2
**Calculated total energy**: -4225.37748 Eh
**Energy relative to the best compared isomer or geometry (same formula, charge and spin)**: 0.269 eV
**LUMO energy**: -5.279 eV
**HOMO level**: -12.70 eV

Here are the natural (NBO) charges for atoms 1 to 5, given in e: 1.137, 0.776, -0.224, -0.678, -0.332

---

The following is a quantum chemistry calculation of one molecule with the formula C28H31NO2S, from the OMol25 dataset.

```
63
Properties=species:S:1:pos:R:3
S 1.059 -0.229 0.713
O 0.893 2.358 -2.083
O -3.299 1.150 0.405
N 0.105 2.685 0.000
C 1.369 -1.072 -1.914
C -0.895 2.483 1.028
C 5.245 -0.781 2.265
C -3.132 2.428 -0.179
C -2.795 -3.074 0.373
C 6.060 -1.219 1.234
C 1.172 -1.429 -0.587
C 4.552 -0.248 -0.358
C -4.337 0.344 -0.117
C -1.276 1.486 -1.628
C -4.109 -1.056 0.391
C 5.709 -0.953 -0.078
C -4.908 -1.601 1.385
C 2.247 2.208 1.164
C -2.534 2.353 -1.592
C -0.004 2.218 -1.264
C -4.659 -2.876 1.864
C 1.411 -2.058 -2.883
C -3.601 -3.613 1.361
C 0.988 -2.761 -0.241
C 3.733 0.201 0.671
C 2.465 0.928 0.351
C 1.017 -3.737 -1.219
C 1.383 3.229 0.412
C -3.051 -1.804 -0.112
C 4.088 -0.080 1.986
C 1.237 -3.389 -2.542
C -2.216 3.210 0.767
H 1.571 -1.780 -3.914
H 1.475 -0.037 -2.200
H -3.404 -4.606 1.740
H 3.445 0.243 2.792
H 5.511 -0.991 3.291
H -1.965 -3.640 -0.025
H -2.029 4.204 0.356
H -3.274 1.931 -2.275
H 6.337 -1.297 -0.887
H -4.320 0.343 -1.215
H 1.268 -4.153 -3.305
H -2.315 3.364 -1.938
H 1.784 1.958 2.122
H 0.822 -3.018 0.795
H -4.110 2.939 -0.237
H -1.403 0.644 -0.943
H -5.290 -3.293 2.635
H 0.875 -4.773 -0.947
H 6.963 -1.770 1.453
H -5.730 -1.026 1.786
H -1.108 1.418 1.161
H -2.422 -1.393 -0.887
H -5.315 0.730 0.212
H 4.281 -0.044 -1.384
H 1.903 3.540 -0.498
H -0.470 2.858 1.959
H -1.126 1.096 -2.637
H -2.732 3.320 1.722
H 3.218 2.666 1.367
H 2.426 1.163 -0.712
H 1.215 4.107 1.042
```

**Structure (SMILES)**: O=C1CC[C@@H](OCc2ccccc2)CCN1CC[C@H](Sc1ccccc1)c1ccccc1
**HOMO-LUMO gap**: 0.322 Eh
**Total charge**: 0
**Calculated total energy**: -1689.01394 Eh
**Energy relative to the best compared isomer or geometry (same formula, charge and spin)**: 0.000 eV
**LUMO energy**: 0.754 eV
**HOMO level**: -8.00 eV

Here are the natural (NBO) charges for atoms 1 to 5, given in e: 0.207, -0.669, -0.554, -0.460, -0.273

---

The following is a quantum chemistry calculation of C28H31NO6SSi2V as an isolated structure, from the OMol25 dataset.

```
70
Properties=species:S:1:pos:R:3
V 0.215 -1.935 0.188
S -0.800 -3.684 -1.656
Si 4.929 -0.151 -0.220
Si -1.352 1.137 -0.222
O 0.024 -4.068 -0.483
O -0.485 -2.262 -1.934
O -0.609 -0.088 0.433
O -1.920 -2.627 2.032
O 2.481 -3.175 3.008
O -0.754 -4.583 -2.781
N 0.355 -2.604 2.258
C -1.283 2.648 -2.685
C -2.002 3.780 0.886
C -5.503 0.819 0.313
C -5.011 -0.015 -1.882
C 1.271 -3.292 3.028
C 1.031 1.465 -3.620
C -0.673 1.659 -1.905
C 5.692 -0.209 -1.939
C 2.158 -1.327 -0.166
C -0.753 3.045 -3.905
C -5.934 0.256 -0.881
C -0.733 4.800 2.658
C -0.906 -4.059 3.703
C 0.493 1.072 -2.398
C 0.569 -4.273 3.976
C -0.166 2.599 1.862
C -4.157 1.112 0.495
C -2.469 -3.667 -1.083
C -3.668 0.286 -1.690
C 6.062 -1.107 0.930
C 0.412 2.451 -4.375
C -1.204 2.635 0.926
C -0.896 -3.009 2.599
C -3.210 0.861 -0.500
C -1.774 4.854 1.739
C 3.281 -0.818 -0.206
C 4.949 1.646 0.327
C 0.071 3.670 2.717
H -2.410 5.731 1.688
H -2.957 0.055 -2.476
H -2.824 3.836 0.179
H 4.322 2.254 -0.331
H -2.200 3.116 -2.335
H -0.551 5.636 3.325
H -2.583 -2.978 -0.247
H 1.936 0.986 -3.977
H 4.548 1.741 1.339
H 7.075 -0.690 0.916
H 5.677 -1.078 1.952
H 0.831 2.751 -5.329
H 6.712 0.193 -1.927
H -1.433 -4.935 3.326
H 0.453 1.709 1.914
H 0.882 -4.053 4.997
H 0.926 -5.276 3.734
H -6.983 0.020 -1.026
H -5.332 -0.469 -2.813
H 5.968 2.048 0.313
H 0.995 0.300 -1.827
H -1.470 -3.678 4.557
H 5.095 0.377 -2.642
H 6.106 -2.158 0.636
H -1.250 3.813 -4.489
H 0.885 3.616 3.431
H -3.094 -3.362 -1.922
H 5.724 -1.237 -2.308
H -6.213 1.021 1.108
H -3.837 1.540 1.440
H -2.731 -4.673 -0.757
```

**HOMO-LUMO gap (alpha / beta)**: 0.189 / 0.278 Eh
**Total charge**: -2
**Calculated total energy**: -3513.19155 Eh
**Energy relative to the best compared isomer or geometry (same formula, charge and spin)**: 0.000 eV
**LUMO energy (alpha / beta)**: 4.571 / 4.571 eV
**⟨S²⟩**: 3.76
**HOMO level (alpha / beta)**: -0.58 / -2.99 eV
**Spin multiplicity**: 4

Here are the natural (NBO) charges for atoms 1 to 5, given in e: 1.189, 2.399, 1.633, 1.893, -0.997

---

The following is a quantum chemistry calculation of a 6-piece molecular cluster, C28H32BBrN5O2 overall at a distorted geometry, from the OMol25 dataset.

```
69
Properties=species:S:1:pos:R:3
Br -2.726 -3.013 -1.215
O -1.244 0.636 -1.040
O 0.797 1.305 -1.307
N 1.147 5.187 -5.999
N 6.655 0.928 0.634
N 2.939 -2.550 0.493
N -6.584 -2.165 2.283
N -3.016 -0.541 2.423
C 0.507 3.560 -3.825
C -1.895 0.170 2.484
C 5.544 -3.507 0.710
C -7.412 -2.552 0.066
C 5.507 2.978 0.152
C -2.680 -1.148 4.719
C 5.306 -2.187 0.364
C -1.108 0.272 3.624
C -3.392 -1.186 3.527
C 0.283 4.927 -3.776
C -6.385 -2.330 0.973
C -1.513 -0.402 4.764
C 0.024 0.403 -1.291
C 0.514 -1.000 -1.508
C 1.055 3.018 -4.976
C 7.316 1.568 1.598
C 0.617 5.690 -4.885
C -2.202 -0.069 -1.914
C -8.710 -2.607 0.540
C 6.203 3.625 1.159
C -7.842 -2.220 2.720
C -8.935 -2.439 1.898
C 3.990 -1.764 0.273
C 3.185 -3.816 0.820
C 5.769 1.635 -0.067
C 7.128 2.907 1.900
C 4.463 -4.343 0.944
C 1.357 3.871 -6.027
B -3.216 -1.029 -1.030
H 3.753 -0.738 0.010
H -9.537 -2.779 -0.138
H 1.246 1.957 -5.055
H -5.353 -2.281 0.641
H 8.030 0.968 2.152
H 1.566 -1.027 -1.273
H 4.776 3.500 -0.450
H 6.558 -3.880 0.795
H -4.351 -0.827 -1.406
H -0.143 5.391 -2.897
H 4.605 -5.381 1.217
H 0.359 -1.336 -2.526
H 7.691 3.375 2.697
H -0.928 -0.348 5.675
H -4.310 -1.759 3.441
H -2.811 0.693 -2.391
H -1.702 -0.615 -2.712
H 0.455 6.763 -4.890
H -9.935 -2.475 2.310
H 6.027 4.673 1.364
H -3.033 -1.690 5.587
H 1.790 3.488 -6.946
H -7.191 -2.676 -0.985
H -1.620 0.680 1.565
H 6.117 -1.497 0.172
H 5.243 1.088 -0.843
H 2.308 -4.433 0.990
H -0.202 0.864 3.615
H 0.261 2.927 -2.980
H -0.024 -1.675 -0.854
H -7.971 -2.079 3.789
H -3.118 -0.682 0.121
```

**HOMO-LUMO gap**: 0.265 Eh
**Total charge**: -1
**Calculated total energy**: -4109.33772 Eh
**LUMO energy**: 2.312 eV
**HOMO level**: -4.90 eV

Here are the natural (NBO) charges for atoms 1 to 5, given in e: -0.357, -0.526, -0.645, -0.436, -0.431

---

The following is a quantum chemistry calculation of C28H32BCl5N6O2Pd as an isolated structure, from the OMol25 dataset.

```
75
Properties=species:S:1:pos:R:3
Pd 0.182 -0.499 0.128
Cl 1.217 1.486 5.184
Cl 2.177 -3.304 1.334
Cl 3.468 -3.283 4.127
Cl 3.026 -0.888 6.064
Cl -0.159 1.477 2.439
O -0.323 -3.306 -0.635
O -1.367 -2.880 1.360
N 2.532 3.087 0.188
N -2.874 1.654 -0.989
N -3.209 -0.615 -1.187
N -1.043 0.269 -1.479
N 3.433 0.981 0.448
N 1.477 1.171 -0.753
C 1.492 2.710 -2.670
C 3.755 -0.292 -0.173
C 0.866 0.114 2.858
C -0.397 2.773 -4.147
C 0.869 3.218 -3.799
C -0.988 -4.433 -0.226
C -2.321 0.426 -1.193
C 2.431 1.746 -0.059
C -1.073 -5.657 -0.845
C 2.272 -0.903 4.518
C 1.383 3.964 0.200
C 1.862 -1.945 2.386
C -2.376 -5.128 1.628
C -1.021 1.812 -3.367
C -2.472 -6.376 1.008
C 1.455 0.150 4.116
C -1.835 -6.634 -0.200
C -3.988 -0.857 0.024
C 3.808 3.767 0.286
C -1.625 -4.176 0.981
C 2.467 -1.965 3.643
C 3.952 1.171 1.792
C -0.410 1.299 -2.226
C 0.862 1.766 -1.856
C -2.924 -1.784 -2.006
C -2.101 2.737 -0.423
C -4.261 1.963 -1.267
C 1.050 -0.911 1.919
B -0.553 -2.338 0.358
H 3.946 4.222 1.271
H 1.399 4.567 1.112
H -3.050 -7.158 1.481
H -2.650 3.174 0.415
H -0.572 -5.848 -1.784
H 3.252 -1.125 0.316
H 3.739 0.285 2.395
H 3.474 2.026 2.265
H -4.702 1.178 -1.874
H 3.852 4.563 -0.464
H -1.995 1.432 -3.652
H 0.473 3.378 0.189
H -2.571 -1.460 -2.983
H 2.492 3.038 -2.414
H -2.860 -4.918 2.572
H 5.034 1.328 1.779
H 1.379 4.630 -0.669
H -4.344 0.080 0.444
H -0.888 3.148 -5.036
H -4.848 2.075 -0.350
H 4.836 -0.441 -0.115
H 4.621 3.071 0.102
H -1.893 3.514 -1.164
H -1.928 -7.613 -0.650
H -3.855 -2.336 -2.134
H -2.174 -2.449 -1.590
H -3.388 -1.378 0.774
H -4.307 2.908 -1.813
H -4.854 -1.469 -0.227
H 1.380 3.948 -4.414
H 3.445 -0.275 -1.214
H -1.161 2.341 -0.055
```

**HOMO-LUMO gap**: 0.296 Eh
**Total charge**: 0
**Calculated total energy**: -4018.98665 Eh
**Energy relative to the best compared isomer or geometry (same formula, charge and spin)**: 0.091 eV
**LUMO energy**: 0.469 eV
**HOMO level**: -7.57 eV

Here are the Löwdin charges for atoms 1 to 5, given in e: 0.831, 0.666, 0.746, 0.678, 0.678